{
  "formula": "C18H25F3NO3",
  "method": "wB97M-V/def2-TZVPD",
  "species": ["C", "C", "N", "O", "O", "H", "H", "H", "H", "C", "C", "C", "C", "C", "C", "C", "C", "C", "F", "F", "F", "C", "C", "C", "C", "C", "C", "C", "O", "H", "H", "H", "H", "H", "H", "H", "H", "H", "H", "H", "H", "H", "H", "H", "H", "H", "H", "H", "H", "H"],
  "xyz": [[1.019, 2.287, -3.709], [2.381, 1.825, -3.518], [3.405, 2.497, -4.101], [4.567, 2.027, -4.172], [3.101, 3.631, -4.583], [0.324, 1.441, -3.747], [0.714, 2.925, -2.868], [0.962, 2.866, -4.641], [2.612, 0.904, -3.010], [-3.539, 1.238, 1.010], [-2.332, 1.357, 1.947], [-2.015, 2.833, 2.160], [-2.671, 0.728, 3.303], [-1.129, 0.636, 1.302], [-0.017, 1.303, 0.872], [1.105, 0.642, 0.266], [2.172, 1.391, -0.239], [3.473, 0.804, -0.457], [4.427, 1.739, -0.767], [3.956, 0.090, 0.625], [3.492, -0.129, -1.508], [1.055, -0.795, 0.179], [-0.049, -1.522, 0.515], [-0.128, -3.039, 0.278], [-0.427, -3.770, 1.591], [1.186, -3.578, -0.281], [-1.241, -3.335, -0.734], [-1.209, -0.822, 1.088], [-2.256, -1.455, 1.369], [-3.803, 0.186, 0.868], [-4.400, 1.772, 1.426], [-3.295, 1.676, 0.035], [-1.158, 2.942, 2.834], [-1.793, 3.320, 1.205], [-2.876, 3.340, 2.610], [-1.808, 0.802, 3.974], [-3.517, 1.256, 3.759], [-2.932, -0.327, 3.180], [0.090, 2.384, 1.016], [2.091, 2.458, -0.390], [1.946, -1.288, -0.201], [-1.388, -3.440, 1.995], [-0.463, -4.851, 1.414], [0.361, -3.557, 2.322], [1.430, -3.104, -1.240], [2.007, -3.415, 0.428], [1.096, -4.657, -0.453], [-1.037, -2.806, -1.672], [-1.288, -4.410, -0.938], [-2.204, -3.002, -0.339]],
  "forces_ev_per_angstrom": [[-0.9, 0.4, 0.0], [1.6, -0.8, 0.2], [-1.4, -0.1, 0.5], [0.2, 0.1, 0.1], [0.7, 0.3, -0.4], [0.0, 0.0, 0.0], [-0.4, 0.3, -0.2], [-0.2, -0.1, 0.3], [0.1, 0.0, -0.6], [0.0, -0.1, -0.2], [0.3, -0.2, -0.1], [0.0, 0.0, 0.0], [0.1, -0.2, 0.1], [0.5, 0.8, -0.1], [-1.0, 0.2, 0.2], [1.4, 1.0, -0.7], [-2.6, -0.7, 1.2], [3.0, -1.3, -1.9], [-1.2, -1.0, 0.6], [-0.5, 0.7, -0.7], [0.1, 0.8, 1.6], [-0.2, -0.9, 0.3], [1.0, 0.2, -0.3], [0.0, 0.2, 0.1], [-0.1, 0.1, 0.2], [0.1, 0.0, -0.1], [-0.2, 0.2, -0.1], [-1.5, -0.8, 0.2], [1.4, 0.9, -0.3], [0.0, 0.3, 0.0], [0.1, 0.0, 0.0], [-0.1, 0.0, 0.1], [-0.1, 0.1, -0.1], [0.0, 0.1, 0.2], [0.1, -0.1, 0.0], [-0.1, 0.0, 0.0], [0.1, 0.0, 0.0], [0.0, 0.3, 0.1], [-0.2, -0.4, -0.1], [0.1, 0.0, 0.2], [-0.3, 0.1, 0.0], [0.2, -0.1, 0.0], [0.0, 0.1, 0.0], [-0.1, -0.1, 0.0], [0.1, -0.1, 0.2], [0.0, 0.0, -0.2], [0.0, 0.2, 0.0], [-0.1, -0.1, 0.1], [0.0, 0.1, 0.0], [0.1, -0.1, -0.2]],
  "lowdin_charge": [-0.1474, -0.1926, -0.4884, -0.1028, -0.1236, 0.0603, 0.0544, 0.0676, 0.0676, -0.0450, -0.5520, -0.0773, -0.0491, -0.0658, 0.0365, -0.1678, 0.0970, -0.5369, 0.1164, 0.0968, 0.0607, 0.0512, -0.0630, -0.5511, -0.0491, -0.0705, -0.0443, -0.2605, 0.0067, 0.0771, 0.0831, 0.0921, 0.0891, 0.0849, 0.0852, 0.0887, 0.0828, 0.0740, 0.1144, 0.1333, 0.1000, 0.0738, 0.0829, 0.0894, 0.0920, 0.0914, 0.0856, 0.0931, 0.0833, 0.0759],
  "spin_multiplicity": 1,
  "homo_lumo_gap_ev": 3.80,
  "charge": -1,
  "lumo_energy_ev": 0.76
}